{"formula": "C8H14N3", "method": "the ωB97M-V functional and the def2-TZVPD basis", "spin_multiplicity": 3, "s_squared": 2.01, "charge": 1, "de_lowest_kcal_mol": 60.8, "symbols": ["C", "C", "C", "C", "C", "C", "C", "C", "N", "N", "N", "H", "H", "H", "H", "H", "H", "H", "H", "H", "H", "H", "H", "H", "H"], "positions_angstrom": [[2.215, -1.656, 0.493], [2.151, 0.676, -0.018], [-2.372, -0.958, -0.338], [-1.969, 0.484, -0.085], [-1.130, -1.735, 0.213], [-0.583, 0.474, -0.799], [0.044, -0.816, -0.416], [1.279, -0.590, 0.537], [2.914, -2.538, 0.388], [2.453, 1.545, 0.909], [2.644, 0.622, -1.196], [-3.361, -1.187, 0.001], [-2.454, -1.072, -1.394], [-2.654, 1.272, -0.502], [-1.754, 0.721, 0.968], [-1.089, -1.690, 1.294], [-1.063, -2.739, -0.238], [-0.859, 0.420, -1.891], [0.008, 1.398, -0.531], [0.415, -1.203, -1.394], [0.967, -0.399, 1.517], [2.422, 1.283, 1.903], [3.052, 2.362, 0.687], [2.117, -0.117, -1.716], [2.965, 1.438, -1.595]], "forces_ev_per_angstrom": [[-1.073, -0.049, 0.456], [-6.631, -5.427, 4.819], [0.556, 0.432, 1.129], [0.510, 1.066, -0.648], [0.216, 0.807, -2.390], [-1.976, 2.241, -0.531], [0.811, -1.233, 0.364], [0.743, 2.291, -3.478], [1.691, -1.710, -0.266], [3.104, 4.307, 3.078], [0.681, -2.720, -4.105], [-0.331, -0.536, 0.873], [0.193, -0.299, -1.005], [0.597, -0.835, 0.419], [-0.553, -0.239, -0.030], [0.002, -0.349, 0.151], [0.004, 0.261, 0.803], [0.713, 0.550, 0.910], [-0.564, -0.925, -0.658], [0.006, -0.671, 0.920], [-0.554, 0.471, 1.536], [0.116, 0.204, -0.364], [-0.575, -0.398, 0.404], [1.298, 0.826, -0.474], [1.016, 1.933, -1.912]]}


{"formula": "C8H14N3NiO3SSe3Te", "method": "the ωB97M-V functional and the def2-TZVPD basis", "spin_multiplicity": 3, "s_squared": 2.01, "charge": -1, "de_lowest_kcal_mol": 10.2, "symbols": ["Ni", "N", "C", "C", "N", "H", "H", "H", "H", "H", "H", "H", "H", "Se", "Se", "Te", "Se", "N", "C", "C", "C", "C", "C", "C", "S", "O", "O", "O", "H", "H", "H", "H", "H", "H"], "positions_angstrom": [[-0.707, 1.804, -0.090], [1.498, 1.753, -0.022], [2.036, 3.086, 0.289], [1.154, 4.140, -0.366], [-0.216, 3.910, 0.104], [1.787, 1.090, 0.689], [1.857, 1.421, -0.910], [3.074, 3.205, -0.030], [1.978, 3.221, 1.371], [1.176, 4.023, -1.454], [1.526, 5.138, -0.118], [-0.890, 4.529, -0.328], [-0.256, 4.059, 1.115], [-3.138, 2.417, -0.567], [-3.265, 2.560, 1.735], [-1.229, 1.117, 2.280], [0.230, 2.638, 3.489], [-0.976, -0.016, -1.235], [-0.714, -1.351, -0.763], [0.597, -1.741, -0.514], [0.874, -3.049, -0.147], [-0.162, -3.959, -0.019], [-1.474, -3.558, -0.205], [-1.754, -2.250, -0.579], [0.224, -5.704, 0.279], [1.470, -5.890, -0.452], [0.354, -5.820, 1.723], [-0.918, -6.406, -0.288], [-1.957, 0.094, -1.471], [-0.433, 0.167, -2.072], [1.399, -1.017, -0.632], [1.888, -3.387, 0.020], [-2.258, -4.294, -0.089], [-2.777, -1.927, -0.744]], "forces_ev_per_angstrom": [[0.069, 0.462, -0.785], [-0.182, -0.145, -0.030], [-0.072, 0.307, -0.108], [0.038, -0.173, 0.122], [0.111, -0.168, 0.300], [-0.054, -0.067, 0.018], [0.090, -0.060, 0.011], [0.008, -0.049, -0.003], [0.027, -0.102, -0.010], [-0.026, 0.072, -0.019], [0.010, 0.002, -0.040], [-0.152, -0.122, -0.087], [-0.056, -0.043, 0.049], [0.232, -0.137, -0.687], [-0.089, 0.091, 0.667], [-0.359, -0.281, 0.450], [0.241, 0.187, 0.080], [0.165, 0.400, 0.178], [0.118, -0.192, 0.104], [-0.009, 0.092, 0.013], [-0.068, 0.166, 0.007], [0.061, -0.481, -0.008], [0.049, 0.132, 0.013], [-0.001, 0.108, 0.035], [0.036, 0.041, 0.009], [-0.019, 0.022, 0.049], [-0.038, 0.067, -0.071], [-0.002, 0.038, 0.069], [-0.085, 0.029, 0.006], [-0.071, -0.132, -0.159], [0.018, -0.056, -0.030], [0.018, 0.006, -0.063], [-0.018, 0.012, -0.046], [0.010, -0.023, -0.034]]}


{"formula": "C8H14N3O2S2Sr", "method": "the ωB97M-V functional and the def2-TZVPD basis", "spin_multiplicity": 1, "charge": -1, "de_lowest_kcal_mol": 21.2, "symbols": ["C", "Sr", "N", "N", "H", "H", "H", "H", "H", "H", "H", "H", "H", "H", "O", "S", "O", "N", "C", "S", "C", "C", "C", "C", "C", "C", "H", "H", "H", "H"], "positions_angstrom": [[-2.294, 0.899, -1.540], [-0.479, 0.712, 0.206], [1.852, -0.059, 1.463], [0.842, -0.613, -1.737], [1.771, -1.035, 1.762], [-1.479, 1.697, -1.229], [-3.274, 1.237, -1.185], [-2.143, -0.152, -1.223], [-2.318, 0.908, -2.636], [1.171, -1.531, -1.427], [1.670, -0.096, -2.042], [0.270, -0.767, -2.569], [2.760, 0.018, 1.001], [1.895, 0.484, 2.342], [-0.437, 2.939, 4.280], [-0.042, 1.576, 4.041], [1.381, 1.272, 3.999], [-0.774, 0.964, 2.660], [-1.716, 0.014, 2.895], [-2.544, -0.697, 1.606], [-1.804, -0.336, 4.301], [-2.527, -1.365, 4.916], [-2.330, -1.627, 6.272], [-1.417, -0.861, 7.018], [-0.695, 0.177, 6.410], [-0.907, 0.420, 5.061], [-3.223, -1.941, 4.304], [-2.882, -2.434, 6.756], [-1.262, -1.078, 8.075], [0.024, 0.787, 6.953]], "forces_ev_per_angstrom": [[-0.110, 1.350, -0.990], [2.598, -1.136, 2.255], [0.295, -0.069, 0.117], [-0.002, -0.055, -0.119], [-0.060, 0.205, -0.138], [-2.339, -0.834, -1.822], [0.197, -0.033, 0.085], [0.070, 0.378, -0.064], [0.114, 0.077, 0.291], [-0.140, 0.091, -0.003], [-0.056, 0.054, 0.006], [0.132, -0.045, 0.093], [-0.203, 0.027, 0.103], [-0.046, -0.196, -0.446], [0.387, 0.086, 0.169], [-1.793, -1.991, -1.539], [0.018, 0.539, 0.316], [0.732, 1.371, 0.627], [0.121, 0.305, 1.038], [-0.422, -0.299, -0.062], [0.134, -0.273, -0.740], [-0.170, -0.205, 0.404], [-0.055, 0.215, -0.607], [0.307, 0.341, 0.153], [-0.352, -0.233, -0.115], [0.505, 0.237, 1.058], [0.187, 0.058, 0.224], [0.134, 0.188, -0.125], [-0.046, 0.055, -0.223], [-0.137, -0.209, 0.053]]}


{"formula": "C8H14N4", "method": "the ωB97M-V functional and the def2-TZVPD basis", "spin_multiplicity": 1, "charge": 0, "de_lowest_kcal_mol": 158.4, "symbols": ["C", "C", "C", "C", "C", "C", "C", "C", "N", "N", "N", "N", "H", "H", "H", "H", "H", "H", "H", "H", "H", "H", "H", "H", "H", "H"], "positions_angstrom": [[-1.389, 1.710, 0.232], [-0.307, -0.822, -0.811], [0.124, -1.515, -1.862], [-2.519, 0.913, -0.356], [0.488, 0.364, -0.237], [1.587, 0.755, -1.289], [0.480, -0.358, 2.225], [1.328, -0.057, 1.033], [-1.534, -1.265, -0.146], [-0.125, 1.509, 0.295], [-3.535, -0.764, 0.820], [-2.434, -0.424, 0.079], [-1.930, 2.569, 0.711], [-0.490, -2.278, -2.257], [1.121, -1.327, -2.284], [-3.460, 1.396, -0.034], [-2.482, 1.044, -1.472], [2.059, 1.570, -0.760], [1.099, 1.059, -2.322], [2.078, -0.156, -1.432], [0.998, -1.100, 2.819], [-0.415, -0.813, 1.989], [0.131, 0.613, 2.640], [1.832, -1.062, 0.733], [2.148, 0.543, 1.356], [-3.342, -1.650, 1.122]], "forces_ev_per_angstrom": [[0.316, 1.004, 0.887], [-1.265, 0.632, 0.570], [0.779, 0.631, 0.427], [0.451, 2.095, -1.917], [2.527, -1.079, 0.044], [-3.458, 1.614, -0.656], [0.540, 1.490, 0.548], [0.187, -4.095, -1.568], [2.094, 0.039, -0.997], [-3.404, 1.964, -0.488], [1.866, 4.121, -2.642], [-4.462, -2.685, 2.613], [1.684, -0.087, -0.131], [-0.361, -0.903, -0.317], [-0.988, -0.290, -0.070], [0.497, -0.905, -0.019], [0.052, -0.688, 0.768], [0.873, 0.104, -0.625], [1.039, -0.317, 2.160], [1.732, -0.604, -0.132], [0.126, 0.568, 0.966], [-1.986, -1.282, -0.932], [0.739, -0.791, 0.701], [-0.650, 1.466, 0.316], [0.402, 1.175, -0.449], [0.672, -3.178, 0.944]]}


{"formula": "C8H14N4O2", "method": "the ωB97M-V functional and the def2-TZVPD basis", "spin_multiplicity": 3, "s_squared": 2.01, "charge": 0, "de_lowest_kcal_mol": 0.0, "symbols": ["C", "C", "C", "C", "C", "C", "C", "C", "N", "N", "N", "N", "O", "O", "H", "H", "H", "H", "H", "H", "H", "H", "H", "H", "H", "H", "H", "H"], "positions_angstrom": [[2.104, -3.128, -0.777], [2.803, -2.016, -0.184], [0.658, -1.705, -0.088], [-2.617, 0.532, 1.206], [-2.420, 0.777, -1.222], [1.672, 2.154, -0.592], [-2.650, -0.277, -0.117], [1.490, 1.510, 0.767], [0.813, -2.917, -0.701], [-0.521, -1.049, 0.070], [-1.642, -1.333, -0.431], [1.849, -1.121, 0.269], [0.383, 1.349, 1.217], [2.580, 1.304, 1.468], [2.562, -4.052, -1.165], [3.851, -1.834, -0.224], [-3.332, 1.254, 1.311], [-2.651, -0.160, 2.030], [-1.633, 0.989, 1.271], [-3.305, 1.330, -1.181], [-2.116, 0.484, -2.119], [-1.642, 1.413, -0.757], [2.336, 1.391, -0.955], [0.748, 2.341, -1.101], [2.276, 3.044, -0.648], [-3.574, -0.824, -0.244], [-0.468, -0.236, 0.616], [2.445, 0.781, 2.279]], "forces_ev_per_angstrom": [[0.168, -0.100, 0.300], [-2.713, 1.105, 0.299], [1.777, -0.452, -0.706], [2.934, -3.208, -0.448], [0.032, 1.139, 5.110], [1.263, -0.907, 1.084], [0.603, -0.209, -1.206], [-1.076, 2.284, 0.270], [-1.046, -0.940, -0.499], [4.388, 0.420, 1.774], [-4.756, -1.396, -1.146], [1.098, -0.948, -0.513], [-0.457, -0.575, 0.495], [1.447, 0.072, 0.070], [-0.484, 0.612, 0.088], [0.539, 0.302, 0.389], [-2.047, 1.709, -0.124], [-0.344, -0.251, 0.614], [-0.311, 0.383, 0.165], [-1.363, 1.245, -0.708], [0.881, -1.577, -3.874], [-0.154, 0.004, -0.680], [0.028, -0.441, -1.587], [-0.371, -0.487, -0.217], [0.209, 0.458, 0.653], [-0.440, 0.166, -0.066], [0.706, 1.383, 0.997], [-0.513, 0.209, -0.534]]}


{"formula": "C8H14NO2", "method": "the ωB97M-V functional and the def2-TZVPD basis", "spin_multiplicity": 1, "charge": 1, "de_lowest_kcal_mol": 78.8, "symbols": ["C", "C", "C", "C", "C", "C", "C", "C", "N", "O", "O", "H", "H", "H", "H", "H", "H", "H", "H", "H", "H", "H", "H", "H", "H"], "positions_angstrom": [[0.524, -2.022, 1.832], [0.121, -1.894, 0.544], [1.713, 1.746, 1.676], [-1.375, 0.190, 0.889], [-0.727, -0.823, -0.032], [-0.091, 0.747, 0.342], [0.014, -0.725, -2.434], [-1.187, -1.053, -1.514], [-0.100, 1.850, -0.441], [1.497, 2.913, 1.383], [1.014, 0.708, 1.380], [1.311, -2.765, 1.863], [0.480, -1.130, 2.578], [0.408, -2.631, -0.219], [2.440, 1.540, 2.427], [-2.366, 0.551, 0.566], [-1.337, -0.078, 1.909], [-0.010, -1.296, -3.389], [1.003, -1.021, -2.037], [-0.046, 0.351, -2.606], [-1.635, -2.070, -1.578], [-1.930, -0.236, -1.842], [-0.989, 2.222, -0.703], [0.552, 1.883, -1.338], [0.717, 3.042, 0.746]], "forces_ev_per_angstrom": [[0.783, 1.892, -1.355], [-0.561, -0.051, 0.741], [-1.395, -3.386, 1.139], [-0.165, -0.563, -1.183], [1.057, 2.004, 0.043], [-1.722, -3.328, 0.730], [0.238, -1.421, -0.587], [0.034, 1.893, 0.651], [2.762, 2.305, -3.438], [-0.699, 3.127, -1.128], [-0.079, 1.062, -1.278], [-0.208, -0.214, 1.141], [-0.273, -2.365, -1.140], [0.025, 0.079, 0.581], [1.032, -0.068, 0.223], [0.723, 0.296, 0.134], [-0.116, -0.194, 1.086], [-0.367, 0.729, 0.388], [-0.476, 0.340, 0.247], [0.454, -0.293, -0.379], [0.385, 0.783, -0.149], [0.453, -1.636, 0.889], [-0.661, 0.082, 0.115], [-1.749, -0.455, 2.485], [0.524, -0.618, 0.043]]}


{"formula": "C8H14NO2", "method": "the ωB97M-V functional and the def2-TZVPD basis", "spin_multiplicity": 1, "charge": 1, "de_lowest_kcal_mol": 69.3, "symbols": ["C", "C", "C", "C", "C", "C", "C", "C", "N", "O", "O", "H", "H", "H", "H", "H", "H", "H", "H", "H", "H", "H", "H", "H", "H"], "positions_angstrom": [[-1.258, -1.571, -2.059], [-0.422, -1.330, -1.085], [-0.238, -1.443, 2.879], [-1.455, 0.592, 0.216], [-0.260, 0.117, -0.532], [-0.235, 0.091, 1.076], [1.864, 0.727, -1.998], [0.533, 1.171, -1.363], [0.503, 1.038, 1.864], [-0.055, -0.651, 3.905], [-0.323, -1.153, 1.644], [-1.428, -2.490, -2.493], [-1.833, -0.728, -2.509], [0.246, -2.127, -0.781], [-0.677, -2.437, 3.028], [-1.818, 1.712, 0.324], [-2.314, -0.099, 0.253], [1.801, 0.202, -2.968], [2.347, 0.076, -1.255], [2.575, 1.457, -2.348], [-0.150, 1.679, -2.045], [0.804, 1.944, -0.552], [0.060, 1.954, 1.664], [1.486, 1.017, 1.543], [0.250, 0.254, 3.595]], "forces_ev_per_angstrom": [[-1.094, 2.691, -0.498], [0.865, 1.262, 0.171], [-1.856, 1.023, 1.042], [-1.021, 0.607, 1.755], [0.441, -1.478, 0.216], [-0.397, 3.384, -3.298], [-0.310, -1.296, -0.326], [0.849, 0.988, 1.981], [0.006, 0.246, -0.587], [0.294, -1.284, -1.914], [0.083, -1.435, 0.941], [-0.051, -1.937, -0.784], [0.245, -0.732, 0.503], [0.075, 0.148, 0.468], [0.958, 0.035, 0.659], [1.228, -2.273, -0.307], [0.451, 0.450, -0.174], [-0.732, -0.505, 0.686], [0.239, 0.066, -0.468], [-0.022, 1.109, 0.794], [0.001, -0.209, -0.015], [-0.376, -0.647, -1.336], [0.900, -0.577, 0.503], [-0.633, 0.525, 0.378], [-0.143, -0.161, -0.389]]}


{"formula": "C8H14NO4", "method": "the ωB97M-V functional and the def2-TZVPD basis", "spin_multiplicity": 1, "charge": 1, "de_lowest_kcal_mol": 73.4, "symbols": ["C", "C", "C", "C", "C", "C", "C", "C", "N", "O", "O", "O", "O", "H", "H", "H", "H", "H", "H", "H", "H", "H", "H", "H", "H", "H", "H"], "positions_angstrom": [[3.214, 0.405, 0.155], [-0.330, -2.866, -0.623], [1.886, -0.136, 0.019], [0.038, 0.895, 0.190], [0.101, -1.609, -0.010], [0.101, 2.013, -0.799], [-0.165, 1.193, 1.639], [-2.110, -0.409, 0.042], [-0.663, -0.311, -0.328], [2.565, 0.181, -1.107], [-0.581, -2.509, 0.735], [1.408, -1.384, 0.313], [-2.761, 0.393, -0.887], [3.346, 1.443, 0.428], [4.043, -0.259, 0.360], [-1.196, -2.912, -1.269], [0.404, -3.650, -0.750], [-0.869, 2.175, -1.270], [0.835, 1.804, -1.580], [0.405, 2.926, -0.294], [-1.103, 1.730, 1.791], [0.634, 1.842, 1.991], [-0.155, 0.291, 2.248], [-2.432, -1.458, -0.013], [-2.239, -0.063, 1.074], [-0.672, -0.186, -1.353], [-3.705, 0.458, -0.702]], "forces_ev_per_angstrom": [[0.199, -0.073, 0.840], [0.232, 0.121, -0.656], [-3.764, 2.461, 0.437], [4.309, -1.651, -0.210], [-0.053, -0.406, -0.796], [-0.153, -0.050, -0.114], [-0.250, -0.043, -0.075], [-0.770, -0.508, 0.412], [-0.051, 0.112, -0.221], [-0.343, -0.497, -0.894], [-0.116, 0.113, 1.239], [0.265, -0.025, 0.078], [0.228, 0.273, -0.208], [0.008, 0.083, 0.039], [0.052, -0.051, -0.004], [-0.159, 0.025, -0.048], [0.095, 0.035, -0.041], [-0.072, 0.185, 0.008], [-0.017, -0.035, -0.030], [-0.037, 0.068, 0.003], [-0.107, 0.024, 0.156], [0.035, 0.013, -0.077], [-0.041, -0.061, 0.098], [0.212, 0.296, -0.046], [0.195, -0.097, -0.200], [0.070, -0.252, 0.251], [0.035, -0.062, 0.060]]}


{"formula": "C8H14NO5", "method": "the ωB97M-V functional and the def2-TZVPD basis", "spin_multiplicity": 1, "charge": -1, "de_lowest_kcal_mol": 20.6, "symbols": ["C", "C", "C", "C", "C", "C", "C", "C", "N", "O", "O", "O", "O", "O", "H", "H", "H", "H", "H", "H", "H", "H", "H", "H", "H", "H", "H", "H"], "positions_angstrom": [[1.542, -1.632, 0.546], [-2.298, 0.273, -0.295], [-1.544, -2.321, -0.819], [0.717, 0.805, -1.411], [0.128, 1.959, 0.662], [2.404, 1.293, 0.328], [0.515, -0.376, 0.644], [-1.729, -1.117, 0.128], [0.962, 0.831, 0.016], [2.037, -1.871, -0.587], [-2.198, 0.731, -1.472], [1.580, -2.219, 1.621], [-2.867, 0.766, 0.676], [-2.189, -1.415, 1.299], [-0.636, -3.053, -0.621], [-1.324, -1.956, -1.827], [-2.304, -3.080, -0.841], [1.053, -0.087, -1.769], [-0.315, 0.854, -1.746], [1.220, 1.515, -1.957], [0.305, 2.058, 1.751], [0.089, 2.937, 0.265], [-0.932, 1.762, 0.581], [2.266, 1.549, 1.456], [3.010, 0.446, 0.290], [2.603, 2.098, -0.298], [0.396, -0.292, 1.776], [-2.491, -0.459, 1.601]], "forces_ev_per_angstrom": [[-1.879, 1.572, -1.445], [0.487, -0.790, -2.946], [3.013, -0.360, -0.042], [-1.565, -0.102, -0.506], [-1.341, -0.911, 1.050], [-3.007, -1.047, 3.665], [-0.713, -3.460, 1.775], [1.883, -0.861, -1.314], [-0.498, 4.160, 1.100], [0.269, 0.134, 0.574], [-0.173, -0.841, 1.601], [0.655, -0.930, 0.680], [-0.892, 1.551, 1.555], [-0.194, 0.494, 1.559], [-1.241, 2.023, 0.277], [-0.342, 0.019, 0.134], [-1.215, 0.357, 0.184], [1.169, -2.729, -0.685], [-0.323, 0.118, 0.933], [1.529, 2.230, -0.709], [0.368, -0.464, -0.710], [1.393, 1.077, -1.216], [-0.049, -0.831, 0.014], [0.914, -0.058, -2.078], [1.257, -1.194, -0.630], [0.695, 1.370, -0.873], [-0.077, 0.564, -1.531], [-0.122, -1.088, -0.413]]}